Entry 1:
{
  "formula": "C5H9N",
  "method": "the ωB97M-V functional and the def2-TZVPD basis",
  "species": ["C", "C", "C", "N", "C", "C", "H", "H", "H", "H", "H", "H", "H", "H", "H"],
  "coordinates": [[-1.8718, 0.6190, -0.1817], [-1.5607, -0.7339, 0.0846], [-0.1836, -0.7814, 0.2171], [0.6435, -1.8824, 0.0346], [0.2619, 0.5553, 0.4311], [1.5727, 1.0787, -0.0921], [-1.5033, 1.1145, -1.0684], [-2.7721, 1.0835, 0.2226], [-2.2653, -1.5280, 0.3045], [0.3856, -2.5368, -0.6866], [1.6352, -1.7162, 0.0882], [-0.1030, 1.0530, 1.3188], [1.5406, 2.1659, -0.1855], [1.8152, 0.6607, -1.0722], [2.4051, 0.8481, 0.5851]],
  "atomic_forces_ev_per_a": [[-0.21, -0.37, -0.16], [-0.01, 0.40, 0.42], [0.09, 0.40, -0.52], [0.05, 0.01, -0.05], [0.17, -0.39, 0.14], [0.06, -0.10, 0.05], [0.22, -0.02, 0.14], [-0.08, -0.06, -0.05], [-0.04, 0.06, 0.09], [0.03, 0.09, 0.02], [-0.06, 0.00, 0.02], [-0.19, -0.01, -0.10], [-0.01, -0.05, 0.01], [-0.01, 0.01, 0.03], [-0.02, 0.03, -0.02]],
  "nbo_charge": [-0.33, -0.32, 0.12, -0.81, -0.20, -0.67, 0.20, 0.18, 0.21, 0.38, 0.38, 0.21, 0.23, 0.21, 0.21],
  "e_above_lowest_ev": 2.719,
  "total_energy_ha": -250.567024,
  "spin_multiplicity": 1,
  "smiles": "C=C/C(N)=C/C"
}


Entry 2:
{
  "formula": "C5H22ClN10O10",
  "method": "the ωB97M-V functional and the def2-TZVPD basis",
  "species": ["Cl", "O", "O", "O", "O", "O", "H", "H", "C", "O", "N", "N", "H", "H", "H", "H", "C", "O", "N", "N", "H", "H", "H", "H", "C", "O", "N", "N", "H", "H", "H", "H", "C", "O", "N", "N", "H", "H", "H", "H", "C", "O", "N", "N", "H", "H", "H", "H"],
  "coordinates": [[-16.8975, 4.4065, 3.4825], [-16.9385, 4.0966, 2.0692], [-18.2421, 4.6425, 4.0493], [-16.2958, 3.2585, 4.1468], [-16.0295, 5.5721, 3.7210], [-18.4179, 7.9146, 3.1773], [-17.9862, 7.1000, 3.4350], [-19.1933, 7.6323, 2.6922], [-15.2655, -0.6550, 4.1886], [-16.3306, -0.9245, 3.6602], [-15.1274, 0.2474, 5.0977], [-14.1295, -1.1558, 3.8964], [-15.8383, 0.9126, 5.3666], [-14.1693, 0.3674, 5.3938], [-13.3544, -1.0341, 4.5324], [-13.9955, -1.7362, 3.0807], [-11.8837, 5.8672, 4.1042], [-10.8231, 5.3070, 4.3850], [-12.0669, 7.1053, 4.1915], [-13.0209, 5.2436, 3.9645], [-11.1816, 7.5648, 4.3499], [-12.9591, 7.5686, 4.0942], [-13.7771, 5.7547, 3.5320], [-13.0092, 4.2828, 3.6533], [-14.3047, 7.0224, 0.3965], [-14.4698, 7.7017, 1.4277], [-14.9237, 5.8865, 0.3060], [-13.5320, 7.2853, -0.5523], [-14.5607, 5.2187, -0.3592], [-15.5178, 5.6926, 1.0995], [-13.2526, 6.6480, -1.2844], [-13.1523, 8.2207, -0.5239], [-14.7549, 1.1143, 0.9865], [-14.4633, 0.0686, 0.4915], [-15.7389, 1.2822, 1.8502], [-14.1486, 2.2617, 0.8586], [-15.8499, 2.1706, 2.3176], [-16.2434, 0.4925, 2.2268], [-14.6089, 3.0054, 1.3639], [-13.5114, 2.4588, 0.1002], [-16.8340, 6.3340, 7.4972], [-16.5674, 6.7673, 8.5653], [-17.5536, 7.0221, 6.6589], [-16.5876, 5.1044, 7.1993], [-17.9051, 7.8883, 7.0415], [-18.1924, 6.5379, 6.0444], [-16.7712, 4.7327, 6.2783], [-16.3009, 4.5925, 8.0214]],
  "atomic_forces_ev_per_a": [[0.40, 0.11, 1.26], [-0.35, 0.58, 0.01], [1.56, 0.06, -0.91], [-0.28, 0.26, 0.13], [-1.30, -0.77, -0.44], [-0.17, 0.44, 0.04], [0.35, -0.34, 0.11], [-0.14, -0.12, -0.10], [-3.98, 0.23, -1.10], [-0.96, -0.55, -0.71], [0.49, 3.21, 3.92], [5.13, -3.42, -1.90], [0.12, -0.28, -0.20], [-0.63, 0.90, 0.33], [-0.04, -0.15, -0.59], [-0.21, 0.09, 0.27], [1.70, -4.54, 1.63], [0.80, -0.18, -0.69], [1.06, 6.96, 0.18], [-3.42, -3.04, -1.67], [-0.60, 0.79, 0.07], [0.44, 0.06, -0.10], [-0.23, -0.09, 0.15], [0.18, 0.03, 0.33], [-2.63, 0.35, 6.31], [0.35, 0.77, -0.87], [-1.66, -3.07, -0.39], [4.74, 3.02, -5.06], [-0.80, -0.35, 0.43], [-0.02, -0.77, -0.21], [-0.28, 0.33, 0.22], [0.34, -0.34, -0.25], [-1.32, -0.83, 1.34], [1.05, -2.45, -1.76], [-2.44, -0.39, 1.75], [2.58, 3.74, -1.14], [-0.38, -0.48, 0.06], [0.10, -0.03, -0.04], [0.62, 0.42, -0.63], [-0.19, -0.12, 0.33], [-1.15, 0.12, 0.39], [1.74, 2.04, 4.36], [-2.37, 2.43, -3.06], [1.01, -3.74, -1.00], [0.15, -0.15, -0.20], [0.26, 0.11, -0.19], [0.21, -0.40, 0.37], [0.18, -0.45, -0.76]],
  "nbo_charge": [2.49, -0.86, -0.85, -0.88, -0.86, -0.95, 0.49, 0.46, 0.75, -0.70, -0.81, -0.81, 0.43, 0.37, 0.37, 0.42, 0.74, -0.72, -0.81, -0.81, 0.40, 0.41, 0.40, 0.39, 0.74, -0.71, -0.83, -0.81, 0.37, 0.44, 0.39, 0.41, 0.75, -0.69, -0.85, -0.84, 0.40, 0.42, 0.39, 0.39, 0.75, -0.70, -0.82, -0.83, 0.39, 0.39, 0.41, 0.40],
  "charge": -1,
  "e_above_lowest_ev": 2.632,
  "total_energy_ha": -1963.834145,
  "spin_multiplicity": 1
}


Entry 3:
{
  "formula": "C4H6CuFO4",
  "method": "the ωB97M-V functional and the def2-TZVPD basis",
  "species": ["C", "O", "H", "H", "H", "C", "O", "C", "C", "O", "O", "F", "H", "H", "H", "Cu"],
  "coordinates": [[2.1276, 3.2599, -1.7252], [2.8336, 2.3322, -1.0099], [2.7586, 3.9549, -2.3336], [1.4094, 2.8066, -2.4586], [1.4969, 3.9343, -1.0885], [5.2824, 3.8337, 2.9623], [4.7552, 2.6475, 2.6901], [3.9157, 2.7557, 1.4510], [4.3531, 4.1064, 0.9135], [4.9993, 4.7319, 2.0441], [6.0192, 4.0383, 3.9040], [2.6313, 2.7890, 1.9276], [4.1689, 1.8596, 0.8859], [5.0728, 4.0055, 0.0974], [3.5083, 4.7347, 0.6243], [6.5330, 2.9209, 5.4543]],
  "atomic_forces_ev_per_a": [[0.02, -0.23, 0.09], [0.45, 0.51, 0.43], [-0.03, -0.06, 0.00], [0.18, 0.15, 0.20], [-0.02, -0.04, -0.07], [-1.29, -1.13, -2.44], [0.25, 0.64, 0.30], [-0.60, -0.22, 0.49], [-0.62, -0.50, -0.72], [0.75, 0.30, 1.10], [0.90, 0.29, 1.83], [1.03, -0.15, -0.38], [-0.64, 0.36, -0.21], [-0.19, 0.02, 0.16], [0.14, -0.30, -0.04], [-0.32, 0.36, -0.75]],
  "nbo_charge": [-0.21, -0.97, 0.09, 0.12, 0.09, 1.02, -0.51, 0.46, -0.14, -0.46, -0.80, -0.32, 0.24, 0.23, 0.25, 0.91],
  "e_above_lowest_ev": 4.097,
  "total_energy_ha": -2197.152782,
  "spin_multiplicity": 1
}


Entry 4:
{
  "formula": "C20H24HgN7OS2",
  "method": "the ωB97M-V functional and the def2-TZVPD basis",
  "species": ["Hg", "C", "C", "C", "C", "C", "C", "C", "H", "H", "H", "H", "H", "H", "H", "H", "S", "C", "C", "C", "C", "N", "C", "C", "C", "S", "C", "N", "H", "H", "N", "H", "H", "H", "N", "C", "N", "N", "C", "N", "H", "H", "H", "H", "C", "C", "C", "O", "H", "H", "H", "H", "H", "H", "H"],
  "coordinates": [[0.1256, 0.2775, 0.0607], [-0.0045, -2.5825, 2.7528], [-0.0320, -3.0637, 1.3274], [-1.2369, -3.2155, 0.6498], [-1.2636, -3.5571, -0.6956], [-0.0786, -3.7666, -1.3839], [1.1320, -3.6268, -0.7165], [1.1524, -3.2791, 0.6244], [0.3544, -1.5498, 2.7870], [0.6693, -3.1869, 3.3647], [-0.9988, -2.5950, 3.1997], [-2.1620, -3.0152, 1.1768], [-2.2139, -3.6169, -1.2117], [-0.0937, -4.0021, -2.4417], [2.0657, -3.7496, -1.2530], [2.0993, -3.1165, 1.1235], [-0.4745, 2.1390, 1.9376], [-1.6759, 0.9768, 2.5320], [-1.8997, 0.8531, 3.8807], [-2.8733, -0.0079, 4.4565], [-3.0090, -0.0624, 5.8526], [-3.1105, -0.1081, 7.0129], [-3.6866, -0.8061, 3.5559], [-3.4178, -0.7041, 2.1717], [-2.4688, 0.1323, 1.6417], [-2.2524, 0.1087, -0.1264], [-4.7195, -1.6548, 3.9924], [-5.5864, -2.3525, 4.3352], [-1.3031, 1.4590, 4.5525], [-3.9973, -1.3245, 1.4964], [-0.4938, 2.5368, -1.8706], [-1.1757, 2.6712, -1.1282], [-0.7986, 1.7351, -2.4133], [-0.5032, 3.3396, -2.4906], [4.6760, 2.9495, -2.3476], [3.4543, 2.3730, -2.5660], [2.3758, 3.1500, -2.2975], [3.4462, 1.1485, -3.0202], [2.2444, 0.5715, -3.0430], [1.1896, 0.0985, -3.0193], [4.7483, 3.9451, -2.4605], [5.4556, 2.4013, -2.6681], [2.4935, 3.8020, -1.5352], [1.4413, 2.7198, -2.2831], [4.3814, -0.4926, 0.3440], [3.1647, 0.3273, 0.7732], [3.2895, 0.7603, 2.2363], [2.0206, -0.4326, 0.5843], [5.3094, 0.0807, 0.4520], [4.2735, -0.8072, -0.6951], [4.4470, -1.3868, 0.9700], [3.1600, 1.2483, 0.1754], [3.4060, -0.1249, 2.8685], [2.3769, 1.2739, 2.5447], [4.1535, 1.4182, 2.3910]],
  "atomic_forces_ev_per_a": [[0.09, -0.26, 0.67], [-0.02, 0.06, -0.02], [-0.03, 0.04, -0.02], [-0.02, -0.01, 0.04], [0.03, -0.04, 0.00], [-0.02, 0.01, -0.01], [0.01, -0.02, 0.02], [0.01, -0.04, 0.00], [0.01, 0.00, 0.00], [0.00, 0.00, 0.00], [0.00, 0.00, 0.00], [0.00, 0.02, -0.01], [0.00, -0.02, 0.00], [0.00, 0.00, 0.00], [0.00, 0.00, 0.00], [-0.01, 0.02, -0.01], [0.06, 0.02, -0.11], [-0.09, 0.06, 0.03], [-0.02, -0.01, -0.05], [-0.01, 0.00, 0.02], [-0.01, -0.05, -0.03], [0.00, 0.04, 0.01], [-0.01, -0.02, 0.02], [0.06, 0.01, 0.01], [-0.05, 0.01, 0.00], [0.03, 0.10, -0.18], [0.01, 0.04, 0.01], [0.01, -0.03, -0.01], [0.00, 0.00, 0.00], [0.00, 0.00, 0.00], [0.11, 0.14, -0.39], [0.13, -0.02, 0.16], [0.01, -0.03, 0.05], [-0.34, 0.09, 0.01], [0.00, 0.01, 0.00], [0.07, -0.03, 0.02], [0.01, -0.11, 0.07], [-0.12, 0.12, -0.05], [-0.09, 0.11, 0.23], [0.03, -0.15, -0.32], [-0.01, 0.00, 0.02], [0.00, -0.01, 0.01], [0.01, 0.00, -0.06], [0.16, -0.14, 0.28], [-0.01, 0.03, -0.01], [-0.11, 0.04, 0.31], [0.00, -0.02, 0.00], [0.15, -0.19, -0.43], [0.01, -0.02, 0.00], [0.00, 0.01, -0.02], [0.01, -0.01, -0.01], [-0.03, 0.24, -0.25], [0.00, -0.02, 0.00], [0.02, 0.03, -0.03], [-0.02, -0.01, 0.02]],
  "lowdin_spin": [0.01, 0.00, 0.00, 0.00, 0.00, 0.00, 0.00, 0.00, 0.00, 0.00, 0.00, 0.00, 0.00, 0.00, 0.00, 0.00, 0.04, 0.10, 0.03, 0.17, 0.07, 0.13, 0.14, 0.02, 0.09, 0.02, 0.06, 0.11, 0.00, 0.00, 0.00, 0.00, 0.00, 0.00, 0.00, 0.00, 0.00, 0.00, 0.00, 0.00, 0.00, 0.00, 0.00, 0.00, 0.00, 0.00, 0.00, 0.00, 0.00, 0.00, 0.00, 0.00, 0.00, 0.00, 0.00],
  "charge": -2,
  "e_above_lowest_ev": 0.000,
  "total_energy_ha": -2184.894291,
  "spin_multiplicity": 2
}


Entry 5:
{
  "formula": "C2H4N4O2",
  "method": "the ωB97M-V functional and the def2-TZVPD basis",
  "species": ["O", "N", "C", "N", "N", "C", "N", "O", "H", "H", "H", "H"],
  "coordinates": [[1.1323, 0.2962, 2.7892], [0.5967, 1.0115, 1.5481], [0.0012, 0.2390, 0.5230], [-0.8077, -0.7708, 0.6373], [-0.7786, -1.5827, -0.5150], [-0.7885, -0.8558, -1.5858], [-0.6256, 0.4820, -1.5117], [0.5090, 0.6226, -0.6800], [0.7706, -0.6432, 2.7955], [1.4109, 1.5732, 0.9756], [-1.2198, -1.2360, -2.6566], [-0.2006, 0.8638, -2.3194]],
  "atomic_forces_ev_per_a": [[-1.06, 0.05, -2.19], [1.79, -0.03, -1.02], [0.80, -0.79, 2.05], [2.22, 1.04, 0.58], [-1.20, 1.04, -1.55], [-2.39, -3.75, -2.36], [0.31, 1.50, -0.43], [0.22, 0.47, 1.81], [0.23, 1.58, -0.66], [-2.08, -1.96, 2.58], [1.59, 0.45, 2.73], [-0.43, 0.40, -1.54]],
  "nbo_charge": [-0.55, -0.33, 0.60, -0.37, -0.27, 0.18, -0.33, -0.38, 0.48, 0.39, 0.20, 0.38],
  "e_above_lowest_ev": 5.663,
  "total_energy_ha": -447.894316,
  "spin_multiplicity": 1,
  "smiles": "ONC1=NN=CNO1"
}


Entry 6:
{
  "formula": "CHN3O",
  "method": "the ωB97M-V functional and the def2-TZVPD basis",
  "species": ["C", "N", "N", "N", "O", "H"],
  "coordinates": [[-0.8432, -0.5604, -1.3297], [-1.5748, -0.4493, -2.2610], [1.8364, 0.1613, -1.1780], [-0.0596, -0.4663, -0.2930], [2.7092, 0.2730, -0.4507], [-0.1308, 0.3303, 0.3054]],
  "atomic_forces_ev_per_a": [[-1.84, 1.96, -1.47], [1.61, -0.92, 1.72], [1.32, 0.12, 1.16], [1.24, -1.58, -0.35], [-1.81, -0.27, -1.16], [-0.53, 0.68, 0.09]],
  "nbo_charge": [0.37, -0.34, 0.36, -0.63, -0.13, 0.38],
  "e_above_lowest_ev": 5.420,
  "total_energy_ha": -278.058368,
  "spin_multiplicity": 1
}


Entry 7:
{
  "formula": "CF3LiO4PTl",
  "method": "the ωB97M-V functional and the def2-TZVPD basis",
  "species": ["P", "F", "F", "F", "O", "Li", "Tl", "O", "O", "O", "C"],
  "coordinates": [[-0.9835, 1.1289, 0.2660], [-2.2154, 1.2071, 1.2545], [-0.4018, 2.5471, 0.5884], [1.4210, 1.4009, -1.3557], [-1.4466, 0.8170, -1.1017], [1.4569, -3.0123, -0.0149], [0.2984, -0.0126, -2.3323], [-0.0673, 0.1207, 1.0960], [1.1589, -1.6833, 1.4824], [0.2910, -1.4361, -0.5321], [0.4884, -1.0775, 0.6493]],
  "atomic_forces_ev_per_a": [[-1.11, 1.12, 1.32], [0.97, -0.16, -0.83], [-0.35, -1.64, -0.60], [0.61, 1.05, 1.49], [-0.18, 0.87, 2.02], [-0.26, 0.66, 0.24], [0.26, -1.10, -4.35], [-0.34, 0.59, -0.69], [0.00, -0.35, -0.19], [-0.07, -1.24, 0.90], [0.47, 0.20, 0.69]],
  "lowdin_charge": [0.48, -0.07, -0.04, -0.62, -0.36, 0.83, 0.83, -0.02, 0.01, -0.26, -0.77],
  "e_above_lowest_ev": 0.485,
  "total_energy_ha": -1160.268511,
  "spin_multiplicity": 1
}


Entry 8:
{
  "formula": "CI2NO2",
  "method": "the ωB97M-V functional and the def2-TZVPD basis",
  "species": ["C", "N", "O", "O", "I", "I"],
  "coordinates": [[0.5199, 0.1428, 0.1403], [-1.2489, -0.0670, -0.3392], [0.9285, -0.8752, 0.5609], [0.8004, 1.2908, -0.1130], [-2.7806, 0.3345, 1.0905], [-1.7119, -1.6913, -1.5168]],
  "atomic_forces_ev_per_a": [[-0.54, 1.79, -0.32], [-0.77, 0.86, -0.07], [0.77, -1.72, 0.58], [-0.54, -0.61, 0.03], [0.92, -0.29, -0.53], [0.16, -0.02, 0.31]],
  "nbo_charge": [0.98, -0.99, -0.64, -0.65, 0.13, 0.17],
  "charge": -1,
  "e_above_lowest_ev": 0.142,
  "total_energy_ha": -838.758906,
  "spin_multiplicity": 1
}